(1)
C13H20BrCsN5S3 | ωB97M-V with the def2-TZVPD basis set

Output
HOMO	-4.8	eV
net charge	-1
lowest unoccupied orbital energy	2.1	eV
molar mass	555.3	g/mol

Last column: natural (NBO) charge in e.
Atoms and positions in Å:
1 Cs -1.4980 1.0907 -1.2063  0.949
2 C -1.0788 2.9704 4.3711  -0.754
3 S -1.1780 3.7624 2.7595  0.226
4 C -0.0987 2.7606 1.7391  -0.087
5 S 0.5054 1.2534 2.2474  -0.420
6 N 0.1441 3.4087 0.6330  -0.447
7 N 0.6002 2.7912 -0.4659  -0.228
8 C 1.5764 3.3150 -1.0900  -0.011
9 C 2.0389 2.7749 -2.3803  0.165
10 C 3.2468 3.2399 -2.9054  -0.243
11 C 3.7235 2.7140 -4.0907  -0.170
12 C 2.9821 1.7372 -4.7360  -0.280
13 C 1.7842 1.3484 -4.1563  0.049
14 N 1.3093 1.8466 -3.0173  -0.435
15 H -1.7486 3.5356 5.0201  0.212
16 H -0.0618 3.0145 4.7544  0.220
17 H -1.3953 1.9339 4.3049  0.235
18 H 2.1293 4.1544 -0.6649  0.165
19 H 3.7992 3.9993 -2.3669  0.214
20 H 4.6634 3.0570 -4.5054  0.210
21 H 3.3171 1.2885 -5.6617  0.215
22 H 1.1685 0.5947 -4.6374  0.193
23 Br -4.4271 -0.0779 -1.1390  -0.958
24 C -3.2480 -3.5481 -0.3650  -0.427
25 N -2.1662 -3.0002 0.4453  -0.414
26 C -2.6243 -2.0627 1.4746  -0.443
27 C -0.8749 -3.1013 0.0717  0.331
28 S -0.3789 -3.7047 -1.4206  -0.333
29 N 0.0360 -2.6206 0.9993  -0.463
30 C 1.3871 -2.3037 0.5745  -0.403
31 C 0.0013 -3.1529 2.3570  -0.407
32 H -4.0076 -3.9562 0.3071  0.184
33 H -2.8649 -4.3313 -1.0089  0.228
34 H -3.7026 -2.7586 -0.9664  0.249
35 H -3.4044 -1.4325 1.0422  0.254
36 H -1.8071 -1.4299 1.8038  0.231
37 H -3.0491 -2.5945 2.3320  0.181
38 H 1.3708 -1.8009 -0.3857  0.226
39 H 2.0087 -3.2003 0.4830  0.179
40 H 1.8184 -1.6311 1.3174  0.209
41 H -0.9825 -3.5326 2.6057  0.210
42 H 0.2676 -2.3736 3.0744  0.210
43 H 0.7187 -3.9778 2.4526  0.180

Cartesian forces, eV/Å:
Cs 0.1 -0.4 -0.1
C 0.0 0.0 -0.1
S 0.1 0.0 0.0
C 0.3 -0.1 -0.1
S -0.2 0.0 -0.3
N -0.4 0.7 0.3
N 0.7 -0.2 0.2
C 0.2 0.1 0.0
C 0.0 -0.1 0.0
C 0.0 0.0 0.0
C 0.0 0.0 0.0
C 0.0 0.0 0.0
C -0.1 0.0 0.1
N 0.0 0.0 0.0
H 0.0 0.0 0.0
H 0.0 0.0 0.0
H 0.0 0.0 0.1
H -0.1 0.1 -0.1
H 0.0 0.0 0.0
H 0.0 0.0 0.0
H 0.0 0.0 0.0
H 0.0 0.0 0.0
Br -0.7 -0.2 0.0
C 0.1 0.0 0.1
N 0.0 0.0 0.0
C -0.1 -0.1 -0.1
C 0.0 0.2 0.1
S 0.0 0.0 0.1
N 0.0 -0.2 0.0
C -0.1 0.0 0.1
C 0.0 0.1 -0.1
H 0.0 0.0 0.0
H 0.0 0.0 0.0
H 0.0 0.0 0.0
H 0.0 0.0 -0.1
H 0.0 0.0 0.0
H 0.1 0.0 0.0
H 0.0 0.0 0.0
H 0.0 0.0 0.0
H 0.0 0.0 0.0
H -0.1 0.0 0.0
H 0.0 0.0 0.0
H 0.0 0.0 0.0


(2)
C13H20Cl2N2O3S2 | ωB97M-V with the def2-TZVPD basis set

Output
energy above the lowest of the compared OMol25 structures with the same formula, charge and spin	3.0	kcal per mole
HOMO	-8.7	eV
net charge	0
SMILES	C[C@@H]1C[C@H](C)N(C[C@@H](O)CNS(=O)(=O)c2cc(Cl)sc2Cl)C1
lowest unoccupied orbital energy	-0.3	eV
molar mass	387.4	g/mol

Last column: natural (NBO) charge in e.
Atoms and positions in Å:
1 O -1.2711 1.8238 -4.0748  -0.907
2 O -3.3158 0.9823 -3.0110  -0.918
3 Cl 0.8412 -2.7740 -5.8949  0.110
4 Cl -2.9843 -2.0270 -1.5062  0.063
5 O -1.0117 3.5975 -0.1574  -0.708
6 S -0.9466 -3.1982 -3.3773  0.498
7 C 0.0194 -2.2441 -4.5528  -0.247
8 C -1.6409 -1.8206 -2.6808  -0.230
9 C -0.1679 -0.9366 -4.3123  -0.269
10 C -1.2356 -0.7090 -3.4109  -0.380
11 N 0.4449 0.5317 1.3068  -0.471
12 N -1.1209 1.2720 -1.5419  -0.858
13 C -0.8628 0.0673 3.4146  -0.612
14 C 2.7926 -2.3807 1.3207  -0.606
15 C 1.7087 0.0302 0.7718  -0.222
16 C 1.3914 -1.0633 2.8958  -0.423
17 C 0.5604 0.2312 2.7799  -0.026
18 C 2.4070 -0.9298 1.8182  -0.210
19 C 0.1258 1.9271 0.8908  -0.270
20 C -1.8518 1.3106 -0.3734  -0.268
21 C -1.2353 2.4051 0.5960  0.090
22 S -1.7788 0.9949 -3.0443  2.257
23 H -1.4454 3.4897 -0.9840  0.475
24 H 0.2289 -0.1508 -4.8590  0.257
25 H -0.2865 0.6467 -1.5081  0.415
26 H -1.3382 1.0506 3.3093  0.203
27 H -1.4733 -0.7466 3.0161  0.213
28 H -0.7163 -0.1836 4.4351  0.209
29 H 2.1752 -2.6909 0.4128  0.203
30 H 3.8314 -2.4111 1.0244  0.209
31 H 2.6435 -3.0757 2.1526  0.210
32 H 2.3618 0.9059 0.5229  0.183
33 H 1.4530 -0.5500 -0.1274  0.183
34 H 1.8472 -1.2551 3.8964  0.227
35 H 0.6862 -1.8282 2.5247  0.200
36 H 1.1318 1.0676 3.2348  0.165
37 H 3.3718 -0.5693 2.3527  0.204
38 H 0.5586 2.4295 1.7126  0.195
39 H 0.8000 2.2439 0.0865  0.225
40 H -2.8778 1.6244 -0.6271  0.235
41 H -1.9485 0.3625 0.1713  0.216
42 H -1.8714 2.5502 1.3968  0.178

Cartesian forces, eV/Å:
O 1.5 0.6 -0.1
O 4.8 -0.1 1.0
Cl 0.8 -1.1 -0.7
Cl 1.7 0.4 -1.2
O -0.1 0.4 1.7
S 1.1 -0.7 -1.1
C -1.3 -0.1 1.9
C -1.2 0.9 -0.7
C -1.8 -0.5 0.6
C -0.2 1.0 2.5
N -0.3 -1.5 0.8
N 2.4 -1.4 -3.1
C 1.3 1.0 -0.9
C -0.9 0.9 -1.0
C 1.1 0.1 -0.5
C -1.6 0.7 -0.2
C -1.3 0.1 -0.1
C 1.9 -0.6 0.0
C 2.9 -1.2 1.7
C -2.7 1.2 3.0
C 0.5 -1.7 -4.1
S -6.1 -1.8 -0.4
H -0.5 0.0 -1.2
H 0.8 1.2 -1.1
H -0.6 0.9 0.2
H -0.4 -0.4 0.3
H 0.3 0.3 -0.5
H 0.0 0.1 1.2
H 0.6 0.3 1.3
H 0.3 -0.1 -0.2
H 0.0 0.0 -0.3
H -0.1 -0.8 -0.1
H 0.6 0.2 -0.1
H -0.8 0.0 -0.7
H 0.2 -0.3 0.8
H -0.4 -0.1 0.2
H -1.5 0.2 -1.4
H 0.2 1.7 1.1
H -0.4 -0.5 -0.3
H 0.2 -0.1 0.1
H 0.3 0.1 -0.2
H -1.2 0.4 1.8


(3)
C13H20CuN7S2 | ωB97M-V with the def2-TZVPD basis set

Output
energy above the lowest of the compared OMol25 structures with the same formula, charge and spin	0.0	kcal per mole
HOMO	-7.6	eV
net charge	0
lowest unoccupied orbital energy	-0.4	eV
molar mass	402.0	g/mol

Last column: natural (NBO) charge in e.
Atoms and positions in Å:
1 Cu 0.5857 -1.6481 1.1914  0.716
2 S -0.5286 -1.2845 3.1372  -0.420
3 C -2.1184 -1.6653 2.8440  0.111
4 N -3.2365 -1.9812 2.6164  -0.517
5 C 2.3883 -0.0833 -0.6086  -0.067
6 N 1.7127 0.0285 0.7215  -0.568
7 C 2.7546 0.2343 1.7809  -0.083
8 N 3.5306 1.4390 1.5186  -0.458
9 C 4.1461 1.3124 0.1571  -0.079
10 N 3.1473 1.1251 -0.8919  -0.469
11 C 2.2329 2.3000 -0.8914  -0.076
12 N 1.5519 2.4795 0.4162  -0.458
13 C 0.8309 1.2331 0.6793  -0.086
14 C 2.6116 2.5889 1.4763  -0.088
15 H 1.6179 -0.2396 -1.3692  0.187
16 H 3.0739 -0.9263 -0.6314  0.213
17 H 3.3992 -0.6279 1.7820  0.203
18 H 2.2355 0.2727 2.7465  0.219
19 H 4.8270 0.4337 0.1741  0.203
20 H 4.6907 2.2162 -0.0689  0.202
21 H 1.4697 2.1641 -1.6836  0.194
22 H 2.8739 3.1686 -1.0550  0.202
23 H 0.1291 1.0400 -0.1505  0.179
24 H 0.2870 1.2119 1.6193  0.235
25 H 2.1438 2.7058 2.4561  0.210
26 H 3.2249 3.4868 1.2771  0.200
27 C -2.3638 0.8064 -2.5610  -0.659
28 C -2.5182 -0.4699 -1.7768  0.304
29 C -3.7037 -0.8673 -1.2074  -0.341
30 C -3.6805 -2.0978 -0.5377  0.388
31 N -2.6147 -2.9312 -0.6030  -0.492
32 C -1.4359 -2.4490 -0.8986  0.346
33 S 0.0960 -3.1148 -0.3943  -0.361
34 N -1.4325 -1.2985 -1.6612  -0.546
35 C -4.8004 -2.5998 0.2946  -0.704
36 H -3.1402 1.5262 -2.2856  0.247
37 H -2.3413 0.6162 -3.6450  0.247
38 H -1.4040 1.3040 -2.2697  0.223
39 H -4.5729 -0.2471 -1.2633  0.238
40 H -0.5371 -0.9407 -1.9588  0.422
41 H -5.7501 -2.1846 -0.0137  0.207
42 H -4.5654 -2.3626 1.3548  0.331
43 H -4.8171 -3.6739 0.1832  0.243

Cartesian forces, eV/Å:
Cu -0.5 0.2 0.2
S 0.4 0.3 0.4
C -2.6 -1.1 -0.9
N 2.8 1.0 1.1
C 0.0 0.6 0.5
N 0.7 -0.1 -0.3
C -0.6 0.4 -0.5
N -0.2 0.2 -0.7
C -0.3 -0.8 0.7
N -0.5 0.3 -0.2
C 0.4 -0.5 0.5
N 0.7 -0.8 0.4
C -0.1 -0.6 -0.4
C 0.2 0.4 -0.4
H 0.1 0.0 0.0
H -0.1 -0.2 0.2
H 0.4 -0.4 0.0
H 0.1 0.2 -0.1
H -0.3 0.6 -0.1
H 0.3 0.2 0.1
H 0.5 0.2 0.3
H -0.3 0.1 -0.3
H 0.0 0.2 0.3
H -0.1 0.5 0.1
H -0.1 -0.1 -0.1
H -0.4 -0.3 0.0
C 1.0 0.3 0.5
C -0.3 -0.4 -0.4
C 1.3 0.1 0.0
C 0.3 -1.3 -0.2
N -0.9 0.2 1.6
C 0.8 0.3 -0.6
S -0.9 -0.2 -1.1
N -0.3 1.1 0.3
C -0.1 0.0 -0.5
H 0.0 -0.3 -0.3
H -0.1 0.1 0.4
H -0.6 -0.4 -0.4
H -0.3 0.2 0.1
H 0.1 -0.1 0.0
H -0.3 0.2 0.0
H -0.2 -0.1 -0.7
H -0.1 -0.4 0.2


(4)
C13H20N2O3 | ωB97M-V with the def2-TZVPD basis set

Output
energy above the lowest of the compared OMol25 structures with the same formula, charge and spin	52.7	kcal per mole
HOMO	-9.3	eV
net charge	0
SMILES	CN(C)C(=O)Oc1cc(CCC2CCCC2)on1
lowest unoccupied orbital energy	0.8	eV
molar mass	252.3	g/mol

Last column: natural (NBO) charge in e.
Atoms and positions in Å:
1 O 3.2296 0.1598 -0.3235  -0.647
2 N 0.8270 3.4642 -0.0778  -0.172
3 O 2.8553 2.4370 -0.5025  -0.479
4 O -0.5675 3.1260 0.1139  -0.290
5 C 3.5966 1.3021 -0.6264  0.887
6 C 1.5138 2.3578 -0.2737  0.447
7 C 0.5853 1.2644 -0.2835  -0.416
8 C -0.6600 1.7943 -0.0083  0.366
9 N 4.9558 1.4418 -0.9983  -0.443
10 C 5.9447 0.3701 -0.8102  -0.403
11 C 5.4201 2.8253 -1.3180  -0.413
12 C -1.9675 1.0263 0.2340  -0.450
13 C -4.4177 -2.4247 1.7224  -0.400
14 C -4.0453 -3.3603 0.6161  -0.398
15 C -1.7406 -0.4754 -0.0228  -0.381
16 C -3.8647 -1.0816 1.2960  -0.418
17 C -2.7597 -2.8325 0.1016  -0.399
18 C -3.0309 -1.3147 0.0460  -0.205
19 H 0.7818 0.2376 -0.5141  0.257
20 H 5.9313 -0.2746 -1.6889  0.203
21 H 5.6606 -0.2368 0.0347  0.227
22 H 6.9633 0.7475 -0.6322  0.206
23 H 6.3742 2.8015 -1.8761  0.207
24 H 4.6409 3.3346 -1.8801  0.221
25 H 5.5611 3.3232 -0.3328  0.196
26 H -2.7224 1.4318 -0.4708  0.224
27 H -2.3025 1.1772 1.2488  0.231
28 H -5.5176 -2.3596 1.7934  0.206
29 H -4.0154 -2.7289 2.6681  0.201
30 H -3.9793 -4.3986 0.9237  0.210
31 H -4.8524 -3.3267 -0.1378  0.195
32 H -1.0259 -0.8342 0.7040  0.206
33 H -1.3107 -0.6219 -1.0457  0.209
34 H -4.6286 -0.3561 1.1106  0.209
35 H -3.3213 -0.6865 2.1395  0.200
36 H -2.5112 -3.2256 -0.8700  0.210
37 H -1.9420 -3.0097 0.7628  0.197
38 H -3.6582 -1.0743 -0.8219  0.196

Cartesian forces, eV/Å:
O -0.5 2.1 -0.5
N 0.1 0.7 0.3
O 0.3 0.3 -0.4
O 2.2 -0.5 -0.3
C 2.6 -4.0 0.9
C -3.1 -0.1 0.0
C -0.5 -0.3 0.0
C 1.0 -1.1 0.0
N -1.8 2.5 -0.2
C -0.8 0.1 -0.2
C 0.2 -0.8 1.1
C 0.9 0.5 -1.4
C -1.8 0.2 0.0
C -0.9 -1.3 -0.2
C -0.6 0.2 -1.1
C 0.1 0.4 0.5
C -0.2 1.2 -1.4
C 0.9 0.2 0.1
H 0.2 -0.1 0.2
H 0.2 -0.1 0.0
H -0.1 -0.2 0.3
H -0.6 0.3 -0.2
H -0.6 -0.1 0.3
H 0.2 0.1 0.0
H 0.1 0.2 -0.8
H 0.2 -0.2 0.5
H -0.1 0.2 0.3
H 0.4 -0.2 0.4
H 0.2 -0.2 0.6
H 0.0 -0.2 0.2
H 0.5 0.0 -0.1
H 0.3 -0.3 0.2
H -0.1 0.2 0.8
H -0.6 0.4 -0.1
H 0.7 0.3 0.1
H 0.3 -0.2 -0.4
H 0.6 -0.3 0.7
H 0.2 -0.1 0.0


(5)
C13H20N3O6V | ωB97M-V with the def2-TZVPD basis set

Output
2S+1	3
energy above the lowest of the compared OMol25 structures with the same formula, charge and spin	22.5	kcal per mole
HOMO (alpha / beta)	-8.6 / -9.3	eV
net charge	0
⟨S²⟩	2.02
lowest unoccupied orbital energy (alpha / beta)	0.3 / 0.2	eV
molar mass	365.3	g/mol

Last column: natural (NBO) charge in e.
Atoms and positions in Å:
1 V 0.8886 -0.8403 -0.2611  1.294
2 N 5.2396 -2.8443 -1.6427  -0.818
3 C 4.5797 -2.0332 -0.7768  0.681
4 O 4.2262 -0.9100 -1.0821  -0.616
5 C 4.3553 -2.6109 0.6109  -0.505
6 C 3.6355 -1.6260 1.5125  -0.518
7 H 5.3653 -2.5288 -2.5891  0.408
8 H 5.4569 -3.7962 -1.4115  0.394
9 H 5.3322 -2.8710 1.0251  0.235
10 H 3.7899 -3.5424 0.5253  0.229
11 H 4.2313 -0.7204 1.6509  0.257
12 H 3.4606 -2.0469 2.5066  0.248
13 O 1.6164 -0.3563 1.5584  -0.540
14 C 2.3188 -1.1926 0.9682  0.313
15 C -1.5963 2.1114 2.9673  -0.619
16 C -1.9796 2.8329 1.6822  -0.370
17 C -2.2378 1.8919 0.4890  -0.267
18 C -2.5837 2.7188 -0.7617  -0.361
19 C -2.7715 1.8777 -2.0174  -0.620
20 C -3.4333 1.0132 0.8195  0.714
21 O -4.5271 1.4801 1.0471  -0.594
22 N -3.2283 -0.3446 0.8391  -0.660
23 C -2.0245 -1.0141 0.6203  0.800
24 O -1.9881 -2.2251 0.6506  -0.615
25 N -0.9170 -0.2391 0.3934  -0.748
26 C -0.9703 1.1035 0.2273  0.714
27 O 0.0560 1.6795 -0.1368  -0.648
28 H -1.4258 2.8284 3.7702  0.220
29 H -0.6805 1.5291 2.8452  0.215
30 H -2.3873 1.4341 3.2978  0.206
31 H -1.1839 3.5153 1.3799  0.222
32 H -2.8908 3.4148 1.8304  0.224
33 H -1.7790 3.4406 -0.9051  0.223
34 H -3.4994 3.2670 -0.5361  0.225
35 H -1.8573 1.3385 -2.2760  0.206
36 H -3.0319 2.5080 -2.8675  0.220
37 H -3.5766 1.1491 -1.8944  0.205
38 H -4.0287 -0.9288 1.0357  0.427
39 C -0.0165 -1.7044 -3.0753  -0.231
40 O 0.5532 -1.4034 -1.8299  -0.690
41 H 0.3349 -0.9907 -3.8205  0.181
42 H -1.1032 -1.6531 -3.0007  0.181
43 H 0.2781 -2.7118 -3.3681  0.181

Cartesian forces, eV/Å:
V -0.7 1.1 0.4
N -0.1 0.0 0.0
C 0.1 0.1 0.0
O 0.0 0.0 0.0
C 0.0 0.0 0.0
C 0.0 -0.1 0.1
H 0.0 0.0 0.0
H 0.0 0.0 0.0
H 0.0 0.0 0.0
H 0.0 0.0 0.0
H 0.0 0.0 0.0
H 0.0 0.0 0.0
O 0.2 -0.1 0.1
C 1.0 0.1 0.8
C 0.0 0.0 0.0
C 0.0 0.0 0.0
C 0.0 -0.1 0.0
C 0.0 0.0 0.0
C 0.0 0.0 0.0
C 0.0 0.0 0.0
O 0.0 0.0 0.0
N 0.0 0.0 0.0
C 0.1 0.1 0.1
O 0.0 -0.1 0.0
N -0.7 0.0 0.0
C 0.0 -0.1 0.1
O 0.2 -0.2 -0.1
H 0.0 0.0 0.0
H 0.0 0.0 0.0
H 0.0 0.0 0.0
H 0.0 0.0 0.0
H 0.0 0.0 0.0
H 0.0 0.0 0.0
H 0.0 0.0 0.0
H 0.0 0.0 0.0
H 0.0 0.0 0.0
H 0.0 0.0 0.0
H 0.0 0.0 0.0
C 0.1 0.1 0.2
O -0.1 -0.8 -1.5
H 0.0 0.0 -0.1
H 0.0 0.0 -0.1
H 0.0 0.0 -0.1


(6)
C13H20NO | ωB97M-V with the def2-TZVPD basis set

Output
energy above the lowest of the compared OMol25 structures with the same formula, charge and spin	206.8	kcal per mole
HOMO (alpha / beta)	-12.5 / -12.4	eV
net charge	+1
lowest unoccupied orbital energy (alpha / beta)	-5.6 / -6.0	eV
molar mass	206.3	g/mol

Last column: natural (NBO) charge in e.
Atoms and positions in Å:
1 C 0.3248 -2.1612 -1.0430  -0.057
2 C -0.6163 -0.2162 0.8492  -0.302
3 C -0.7009 -2.5503 -0.0320  -0.261
4 C 0.5568 -0.8697 -1.2491  -0.223
5 C 0.0892 -0.0372 -0.2213  0.493
6 C -1.1736 -1.6005 0.9938  -0.015
7 C -2.1296 -2.0513 -0.0980  -0.380
8 C 1.5982 -0.4150 -2.2018  -0.448
9 C 2.3518 0.7759 -1.7588  -0.098
10 C -2.2846 -1.0960 3.3578  -0.610
11 C 1.7372 2.8827 0.1327  -0.438
12 C -0.0937 3.3964 -1.4254  -0.422
13 C -1.3724 -1.9374 2.4386  -0.378
14 N 0.9130 2.4612 -0.9322  -0.049
15 O 1.6517 1.9673 -2.0690  -0.377
16 H 0.8240 -2.9145 -1.7740  0.256
17 H -0.5646 0.2691 1.7231  0.263
18 H -0.6494 -3.6595 0.2108  0.255
19 H -2.2785 -1.3930 -0.8982  0.223
20 H -2.8189 -2.7482 0.1814  0.237
21 H 2.3249 -1.2074 -2.3276  0.244
22 H 1.0745 -0.2518 -3.1653  0.249
23 H 2.6698 0.6282 -0.7188  0.192
24 H 3.4294 0.8651 -2.2251  0.234
25 H -2.5518 -1.6510 4.2639  0.242
26 H -3.2377 -0.9625 2.8301  0.220
27 H -1.7254 -0.2561 3.6179  0.204
28 H 2.3700 1.9701 0.4400  0.204
29 H 2.4550 3.4966 -0.2897  0.211
30 H 1.1536 3.3684 0.8812  0.237
31 H 0.1778 4.3301 -1.7017  0.214
32 H -0.4019 2.9248 -2.2564  0.224
33 H -1.0209 3.5241 -0.7314  0.226
34 H -1.6682 -3.0289 2.4026  0.224
35 H -0.4135 -1.8521 2.7957  0.203

Cartesian forces, eV/Å:
C -1.0 -1.9 -0.5
C 0.9 -0.9 -2.2
C 1.0 -3.9 -1.3
C 1.9 1.0 0.1
C -1.4 0.3 -0.2
C -1.7 1.7 -0.4
C 3.0 1.1 0.4
C -0.6 -0.3 -1.7
C 3.0 0.5 -0.7
C -1.0 -2.4 -1.6
C 1.7 -2.6 0.3
C -2.0 -1.9 3.7
C -1.8 -2.1 -0.3
N -1.7 -2.3 -0.3
O 0.0 1.1 1.3
H -1.0 1.2 1.6
H -0.1 2.4 2.8
H 0.1 1.6 0.1
H -0.7 0.9 -0.8
H -1.9 -1.6 0.5
H 0.0 -0.4 -0.2
H 0.7 0.1 0.2
H -0.6 0.5 0.1
H -2.3 -0.1 0.2
H 0.4 0.0 -0.2
H 0.2 0.8 0.3
H 0.2 1.9 0.5
H -1.3 1.6 0.5
H 1.5 2.0 -0.5
H -0.2 0.0 0.7
H 1.8 3.0 -0.5
H -1.6 -1.4 -3.1
H 1.9 -0.6 -0.8
H 0.3 1.1 0.5
H 2.4 -0.4 1.4


- Which of these has the lowest net charge?
  C13H20BrCsN5S3


- Number 4 is which compound?
  C13H20N2O3